## one
A 10-piece molecular cluster, C60H150N10O20 overall. Source: the Open Molecules 2025 dataset; level of theory: ωB97M-V/def2-TZVPD.

- LUMO energy (eV) = 0.62
- Kohn-Sham gap (eV) = 9.11
- net charge = 0
- SMILES string = COCCNCCOC.COCCNCCOC.COCCNCCOC.COCCNCCOC.COCCNCCOC.COCCNCCOC.COCCNCCOC.COCCNCCOC.COCCNCCOC.COCCNCCOC

CARTESIAN COORDINATES (ANGSTROEM)
C1 -4.87 8.33 -2.17
O1 -4.78 6.93 -2.13
C2 -6.04 6.28 -2.21
C3 -5.83 4.81 -2.54
N1 -4.74 4.28 -1.77
C4 -4.37 2.92 -2.11
C5 -2.92 2.64 -1.75
O2 -2.13 2.70 -2.92
C6 -0.82 2.24 -2.71
H1 -5.32 8.65 -3.12
H2 -3.83 8.68 -2.15
H3 -5.40 8.82 -1.35
H4 -6.69 6.78 -2.94
H5 -6.52 6.39 -1.23
H6 -5.66 4.71 -3.63
H7 -6.73 4.26 -2.25
H8 -3.95 4.91 -1.77
H9 -4.50 2.75 -3.18
H10 -5.00 2.19 -1.60
H11 -2.83 1.69 -1.21
H12 -2.57 3.43 -1.07
H13 -0.25 2.43 -3.62
H14 -0.75 1.19 -2.44
H15 -0.37 2.87 -1.92
C7 -4.49 4.93 1.64
O3 -4.09 5.72 2.74
C8 -4.22 5.07 3.99
C9 -3.14 4.03 4.24
N2 -1.75 4.46 4.15
C10 -1.39 5.52 5.09
C11 0.06 5.90 4.93
O4 0.24 6.57 3.71
C12 1.60 6.78 3.42
H16 -3.75 4.18 1.35
H17 -4.58 5.59 0.78
H18 -5.48 4.47 1.78
H19 -5.18 4.53 4.02
H20 -4.25 5.83 4.76
H21 -3.28 3.19 3.56
H22 -3.29 3.54 5.21
H23 -1.57 4.79 3.21
H24 -1.51 5.14 6.11
H25 -2.05 6.40 4.97
H26 0.65 4.97 4.98
H27 0.43 6.50 5.77
H28 2.11 7.23 4.27
H29 1.66 7.52 2.62
H30 2.14 5.89 3.08
C13 -2.49 -9.24 1.79
O5 -1.14 -9.60 1.62
C14 -0.26 -8.54 1.91
C15 1.16 -9.04 1.82
N3 2.15 -8.19 2.49
C16 2.06 -6.77 2.13
C17 2.50 -6.51 0.71
O6 2.20 -5.16 0.43
C18 2.61 -4.73 -0.85
H31 -2.66 -8.75 2.76
H32 -3.08 -10.15 1.77
H33 -2.82 -8.55 1.00
H34 -0.44 -8.14 2.92
H35 -0.47 -7.72 1.21
H36 1.48 -9.14 0.78
H37 1.19 -10.04 2.24
H38 1.96 -8.26 3.48
H39 2.74 -6.24 2.80
H40 1.09 -6.30 2.35
H41 1.99 -7.18 0.01
H42 3.59 -6.67 0.66
H43 1.77 -4.81 -1.57
H44 3.43 -5.29 -1.29
H45 2.79 -3.66 -0.77
C19 3.02 -0.26 4.35
O7 4.08 0.25 3.60
C20 3.61 0.80 2.39
C21 4.71 1.54 1.66
N4 4.38 1.68 0.24
C22 3.27 2.58 0.02
C23 3.08 2.90 -1.46
O8 3.94 3.90 -1.94
C24 3.39 5.19 -1.83
H46 2.61 -1.17 3.89
H47 2.24 0.47 4.55
H48 3.38 -0.55 5.34
H49 2.85 1.57 2.63
H50 3.14 0.02 1.79
H51 5.58 0.87 1.73
H52 4.97 2.49 2.14
H53 5.23 1.96 -0.24
H54 3.37 3.53 0.58
H55 2.35 2.11 0.35
H56 2.03 3.14 -1.67
H57 3.27 1.95 -1.98
H58 4.03 5.84 -2.43
H59 3.36 5.54 -0.80
H60 2.40 5.25 -2.30
C25 -1.61 6.26 -1.15
O9 -0.48 6.83 -0.54
C26 -0.75 8.05 0.17
C27 -1.82 7.91 1.25
N5 -2.77 9.00 1.14
C28 -3.69 9.07 2.27
C29 -4.74 10.14 2.02
O10 -5.44 9.78 0.84
C30 -6.49 10.66 0.56
H61 -2.04 6.94 -1.89
H62 -2.38 5.96 -0.44
H63 -1.28 5.36 -1.68
H64 -1.03 8.81 -0.57
H65 0.21 8.33 0.60
H66 -1.42 7.79 2.26
H67 -2.32 6.95 1.10
H68 -3.41 8.85 0.36
H69 -3.17 9.32 3.20
H70 -4.23 8.13 2.45
H71 -4.27 11.12 1.92
H72 -5.42 10.16 2.88
H73 -6.73 10.57 -0.50
H74 -6.19 11.71 0.67
H75 -7.39 10.47 1.16
C31 -4.56 -2.25 3.70
O11 -3.78 -2.42 2.55
C32 -3.70 -1.26 1.74
C33 -3.04 -1.62 0.44
N6 -3.71 -2.80 -0.14
C34 -2.96 -3.35 -1.26
C35 -3.60 -4.64 -1.76
O12 -2.99 -5.73 -1.11
C36 -3.51 -6.97 -1.53
H76 -4.12 -1.53 4.40
H77 -4.64 -3.23 4.18
H78 -5.59 -1.96 3.47
H79 -3.09 -0.51 2.27
H80 -4.70 -0.86 1.55
H81 -1.98 -1.87 0.62
H82 -3.11 -0.77 -0.23
H83 -3.70 -3.49 0.61
H84 -1.94 -3.60 -0.95
H85 -2.88 -2.62 -2.07
H86 -3.47 -4.72 -2.85
H87 -4.68 -4.60 -1.58
H88 -3.22 -7.18 -2.57
H89 -4.60 -7.01 -1.47
H90 -3.07 -7.71 -0.87
C37 3.14 -3.74 -5.18
O13 2.01 -4.37 -5.75
C38 2.30 -5.70 -6.12
C39 1.03 -6.33 -6.66
N7 1.35 -7.68 -7.16
C40 0.18 -8.35 -7.69
C41 0.56 -9.42 -8.65
O14 1.04 -8.84 -9.82
C42 1.73 -9.77 -10.64
H91 2.91 -2.69 -4.99
H92 4.01 -3.78 -5.85
H93 3.38 -4.22 -4.23
H94 2.69 -6.25 -5.26
H95 3.06 -5.68 -6.92
H96 0.59 -5.70 -7.44
H97 0.33 -6.42 -5.83
H98 2.01 -7.52 -7.92
H99 -0.50 -7.64 -8.19
H100 -0.40 -8.73 -6.84
H101 -0.27 -10.12 -8.84
H102 1.30 -10.09 -8.17
H103 2.50 -10.30 -10.08
H104 2.21 -9.20 -11.44
H105 1.03 -10.49 -11.06
C43 3.58 -4.24 5.89
O15 2.51 -3.75 5.13
C44 1.39 -4.65 5.14
C45 0.28 -3.96 4.38
N8 -0.07 -2.71 5.02
C46 -0.94 -1.88 4.21
C47 -1.29 -0.61 4.94
O16 -0.14 0.20 4.96
C48 -0.41 1.50 5.47
H106 3.27 -4.40 6.93
H107 4.37 -3.49 5.85
H108 4.01 -5.16 5.47
H109 1.14 -4.86 6.19
H110 1.70 -5.58 4.66
H111 -0.59 -4.63 4.33
H112 0.64 -3.86 3.34
H113 0.79 -2.23 5.24
H114 -1.79 -2.44 3.83
H115 -0.39 -1.56 3.30
H116 -1.63 -0.80 5.96
H117 -2.13 -0.09 4.44
H118 -0.74 1.52 6.51
H119 -1.15 1.96 4.79
H120 0.45 2.14 5.26
C49 4.50 -2.69 1.35
O17 5.03 -2.73 0.05
C50 5.39 -1.47 -0.45
C51 5.89 -1.62 -1.86
N9 6.31 -0.32 -2.40
C52 7.39 -0.46 -3.39
C53 7.04 -1.35 -4.61
O18 5.70 -1.21 -5.02
C54 5.43 0.01 -5.67
H121 3.53 -2.16 1.38
H122 5.18 -2.18 2.04
H123 4.29 -3.70 1.70
H124 6.14 -1.00 0.21
H125 4.55 -0.75 -0.43
H126 5.07 -2.01 -2.48
H127 6.70 -2.36 -1.84
H128 5.53 0.01 -2.95
H129 8.26 -0.84 -2.86
H130 7.65 0.53 -3.77
H131 7.17 -2.38 -4.30
H132 7.72 -1.08 -5.42
H133 4.42 -0.01 -6.09
H134 6.16 0.18 -6.47
H135 5.48 0.86 -4.98
C55 0.32 4.27 0.85
O19 -0.15 2.96 0.64
C56 -0.49 2.24 1.81
C57 0.07 0.86 1.74
N10 -0.41 0.14 0.56
C58 0.39 -1.07 0.36
C59 0.05 -1.71 -0.97
O20 0.47 -0.91 -2.07
C60 1.86 -0.85 -2.23
H136 -0.49 4.90 1.24
H137 0.71 4.67 -0.07
H138 1.09 4.31 1.64
H139 -1.59 2.26 1.90
H140 -0.12 2.75 2.71
H141 -0.27 0.36 2.65
H142 1.16 0.94 1.72
H143 -0.24 0.74 -0.24
H144 0.18 -1.76 1.18
H145 1.46 -0.83 0.42
H146 -1.03 -1.80 -1.02
H147 0.53 -2.70 -1.03
H148 2.07 -0.09 -2.99
H149 2.26 -1.80 -2.61
H150 2.40 -0.56 -1.32

## two
A 10-piece molecular cluster, C60H150N10O20 overall. Source: the Open Molecules 2025 dataset; level of theory: ωB97M-V/def2-TZVPD.

- LUMO energy (eV) = 0.29
- Kohn-Sham gap (eV) = 8.73
- net charge = 0
- SMILES string = COCCNCCOC.COCCNCCOC.COCCNCCOC.COCCNCCOC.COCCNCCOC.COCCNCCOC.COCCNCCOC.COCCNCCOC.COCCNCCOC.COCCNCCOC

CARTESIAN COORDINATES (ANGSTROEM)
C1 -4.58 -0.71 22.38
O1 -4.46 -2.01 21.79
C2 -3.27 -2.18 21.09
C3 -2.99 -3.64 20.89
N1 -1.54 -3.79 20.83
C4 -0.90 -3.28 19.62
C5 -1.03 -4.06 18.30
O2 -0.20 -5.23 18.26
C6 -0.28 -5.91 17.02
H1 -3.76 -0.56 23.09
H2 -5.56 -0.59 22.85
H3 -4.50 0.05 21.60
H4 -2.56 -1.58 21.65
H5 -3.36 -1.69 20.12
H6 -3.47 -4.00 19.98
H7 -3.37 -4.15 21.78
H8 -1.36 -4.79 20.84
H9 0.16 -3.17 19.84
H10 -1.22 -2.24 19.63
H11 -0.97 -3.47 17.38
H12 -2.07 -4.35 18.13
H13 -1.29 -6.24 16.78
H14 0.29 -6.82 17.20
H15 0.15 -5.30 16.22
C7 -4.73 -2.23 15.93
O3 -5.47 -3.36 16.39
C8 -6.91 -3.27 16.13
C9 -7.60 -4.25 17.10
N2 -7.46 -5.62 16.66
C10 -7.99 -6.57 17.65
C11 -7.70 -7.99 17.18
O4 -6.26 -8.23 17.10
C12 -6.01 -9.50 16.47
H16 -5.07 -1.38 16.53
H17 -4.81 -2.05 14.85
H18 -3.66 -2.33 16.08
H19 -7.17 -3.27 15.08
H20 -7.26 -2.30 16.50
H21 -8.63 -3.95 17.30
H22 -7.09 -4.12 18.05
H23 -6.47 -5.81 16.54
H24 -9.02 -6.39 17.95
H25 -7.39 -6.41 18.54
H26 -8.21 -8.14 16.23
H27 -8.18 -8.65 17.91
H28 -6.39 -9.27 15.48
H29 -6.52 -10.33 16.96
H30 -4.92 -9.52 16.41
C13 2.28 -21.08 15.11
O5 2.71 -20.29 16.26
C14 1.65 -20.17 17.23
C15 2.28 -19.60 18.52
N3 3.21 -20.53 19.00
C16 3.96 -20.06 20.16
C17 5.12 -20.99 20.46
O6 6.23 -20.72 19.63
C18 7.37 -21.57 19.89
H31 3.01 -21.17 14.31
H32 1.37 -20.58 14.76
H33 2.14 -22.11 15.43
H34 1.10 -21.08 17.46
H35 0.88 -19.48 16.87
H36 1.51 -19.48 19.29
H37 2.74 -18.64 18.29
H38 3.83 -20.99 18.35
H39 3.25 -20.05 20.99
H40 4.23 -19.02 19.99
H41 4.76 -22.00 20.26
H42 5.42 -20.85 21.50
H43 8.27 -21.14 19.44
H44 7.16 -22.55 19.46
H45 7.52 -21.54 20.97
C19 2.57 -8.16 11.08
O7 1.22 -8.50 10.73
C20 1.06 -9.87 10.50
C21 -0.44 -10.20 10.41
N4 -0.76 -11.62 10.41
C22 -2.19 -11.97 10.04
C23 -2.53 -13.40 10.44
O8 -2.79 -13.39 11.80
C24 -3.33 -14.60 12.22
H46 2.65 -7.08 11.15
H47 3.21 -8.50 10.26
H48 2.96 -8.53 12.03
H49 1.48 -10.33 11.40
H50 1.64 -10.29 9.67
H51 -0.85 -9.71 9.53
H52 -0.90 -9.78 11.31
H53 -0.39 -11.98 11.27
H54 -2.39 -11.87 8.98
H55 -2.81 -11.19 10.47
H56 -1.66 -14.03 10.23
H57 -3.37 -13.77 9.85
H58 -2.46 -15.25 12.25
H59 -4.11 -15.00 11.58
H60 -3.75 -14.52 13.23
C25 0.86 -13.65 13.22
O9 1.78 -13.54 12.16
C26 2.28 -14.75 11.81
C27 3.22 -14.58 10.55
N5 2.49 -14.36 9.31
C28 3.23 -13.83 8.21
C29 2.38 -13.32 7.03
O10 3.32 -13.10 5.99
C30 2.81 -12.78 4.71
H61 0.14 -14.44 12.98
H62 0.44 -12.72 13.60
H63 1.39 -14.02 14.10
H64 1.51 -15.51 11.70
H65 2.78 -15.08 12.73
H66 3.75 -15.52 10.42
H67 3.98 -13.82 10.73
H68 1.64 -13.87 9.58
H69 3.96 -14.59 7.90
H70 3.86 -13.03 8.60
H71 1.94 -12.33 7.16
H72 1.64 -14.05 6.70
H73 2.25 -13.65 4.37
H74 3.59 -12.64 3.96
H75 2.16 -11.90 4.76
C31 7.63 -13.67 -2.84
O11 8.16 -13.22 -4.08
C32 8.80 -14.31 -4.80
C33 8.86 -13.92 -6.31
N6 7.69 -14.39 -7.03
C34 7.85 -14.33 -8.47
C35 6.60 -14.75 -9.24
O12 5.72 -13.62 -9.12
C36 4.49 -13.89 -9.79
H76 6.79 -14.35 -2.91
H77 7.16 -12.80 -2.38
H78 8.48 -13.98 -2.23
H79 8.34 -15.30 -4.70
H80 9.81 -14.44 -4.41
H81 9.72 -14.38 -6.80
H82 9.01 -12.84 -6.33
H83 6.89 -13.80 -6.84
H84 8.76 -14.78 -8.85
H85 7.94 -13.28 -8.74
H86 6.20 -15.64 -8.75
H87 6.79 -15.00 -10.29
H88 3.96 -14.71 -9.30
H89 4.55 -14.05 -10.86
H90 3.90 -12.98 -9.65
C37 14.76 -9.03 14.68
O13 13.80 -10.02 14.82
C38 13.72 -10.96 13.81
C39 12.80 -12.09 14.35
N7 11.38 -11.76 14.20
C40 10.46 -12.65 14.93
C41 9.00 -12.18 14.75
O14 8.86 -10.93 15.31
C42 7.48 -10.54 15.31
H91 15.75 -9.37 14.38
H92 14.90 -8.56 15.65
H93 14.44 -8.26 13.98
H94 14.69 -11.41 13.63
H95 13.43 -10.51 12.86
H96 12.92 -12.09 15.43
H97 13.04 -13.06 13.90
H98 11.21 -10.81 14.48
H99 10.54 -12.78 16.01
H100 10.57 -13.62 14.45
H101 8.42 -13.03 15.13
H102 8.82 -12.12 13.68
H103 6.89 -10.96 14.49
H104 7.39 -9.46 15.33
H105 6.90 -10.90 16.16
C43 2.98 -18.61 3.90
O15 3.36 -19.77 4.60
C44 3.59 -19.63 5.97
C45 2.36 -19.28 6.77
N8 1.25 -20.25 6.52
C46 0.00 -19.76 7.17
C47 -0.68 -18.56 6.44
O16 -0.91 -18.90 5.11
C48 -1.23 -17.74 4.33
H106 3.18 -18.71 2.83
H107 3.41 -17.66 4.19
H108 1.92 -18.48 4.10
H109 4.44 -18.97 6.14
H110 3.90 -20.61 6.33
H111 2.13 -18.21 6.69
H112 2.56 -19.34 7.84
H113 1.03 -20.25 5.53
H114 0.10 -19.52 8.23
H115 -0.73 -20.56 7.18
H116 -0.13 -17.63 6.55
H117 -1.67 -18.37 6.85
H118 -2.03 -17.26 4.91
H119 -1.50 -18.04 3.32
H120 -0.38 -17.07 4.22
C49 9.17 -19.00 14.04
O17 9.77 -18.34 12.86
C50 11.04 -18.92 12.59
C51 11.91 -18.10 11.61
N9 11.64 -18.28 10.19
C52 10.59 -17.31 9.81
C53 10.46 -17.28 8.29
O18 9.43 -16.41 7.85
C54 9.46 -16.29 6.46
H121 9.11 -20.09 14.05
H122 8.26 -18.45 14.24
H123 9.79 -18.62 14.85
H124 10.92 -19.89 12.11
H125 11.67 -19.05 13.47
H126 12.97 -18.26 11.77
H127 11.86 -17.06 11.95
H128 11.30 -19.23 10.12
H129 10.71 -16.29 10.17
H130 9.62 -17.58 10.24
H131 10.23 -18.31 8.02
H132 11.39 -17.00 7.80
H133 9.42 -17.27 5.98
H134 10.35 -15.76 6.14
H135 8.56 -15.81 6.08
C55 7.27 -9.62 7.89
O19 6.66 -8.97 6.87
C56 6.93 -9.49 5.64
C57 6.11 -8.69 4.61
N10 6.64 -7.34 4.45
C58 5.74 -6.45 3.64
C59 5.38 -6.85 2.19
O20 4.27 -7.74 2.18
C60 3.94 -8.29 0.91
H136 6.95 -9.14 8.82
H137 8.35 -9.54 7.79
H138 6.99 -10.67 7.96
H139 6.62 -10.54 5.56
H140 7.96 -9.41 5.30
H141 5.09 -8.76 5.00
H142 6.09 -9.20 3.65
H143 6.82 -6.96 5.37
H144 6.11 -5.42 3.67
H145 4.77 -6.32 4.12
H146 6.20 -7.43 1.77
H147 5.20 -5.90 1.68
H148 3.00 -8.81 1.11
H149 4.67 -8.98 0.50
H150 3.71 -7.47 0.22

Most stable structure - one; separation to the second - 150.0 kcal/mol.